# 1
77
Properties=species:S:1:pos:R:3:forces:R:3 method="wB97M-V/def2-TZVPD" molar_mass_g_mol=610.71 spin_multiplicity=1 homo_energy_ev=-3.001 e_tot_ha=-2580.42729 total_charge=-2
K 0.0382 0.6084 0.0564 -0.33 -0.60 -0.47
O 4.0904 2.8831 0.7937 -0.02 0.02 0.03
C 3.0131 2.2942 1.0127 0.06 -0.13 -0.17
O 2.0351 2.2028 0.2229 0.06 0.10 0.22
C 2.9462 1.4653 2.3142 -0.02 0.08 0.08
C 3.2103 -0.0120 1.9721 0.01 -0.06 -0.01
C 3.5992 -0.7930 3.2404 0.02 0.02 0.00
C 2.2212 -0.9508 3.9320 -0.08 -0.09 -0.01
C 1.3128 -0.1833 2.9574 0.12 0.14 0.03
O 1.9064 -0.5389 1.6924 0.00 0.10 0.00
C 1.5998 1.3236 3.0991 0.07 0.02 0.07
C 0.4520 2.3174 2.7629 0.04 0.05 0.05
O 0.6411 3.4779 3.1511 -0.02 -0.02 -0.05
O -0.5865 1.8473 2.2110 0.09 0.01 0.11
H 3.7369 1.8459 2.9595 0.00 0.00 0.00
H 3.8603 -0.1673 1.1119 0.01 0.01 0.01
H 4.3247 -0.2456 3.8431 0.00 0.00 0.01
H 4.0272 -1.7639 2.9835 -0.01 0.01 -0.01
H 2.1924 -0.5331 4.9387 0.00 0.00 0.01
H 1.9245 -2.0001 3.9828 0.00 0.01 0.00
H 0.2599 -0.4553 2.9574 0.00 0.01 -0.01
H 1.8154 1.5421 4.1481 -0.02 -0.01 0.01
O -4.1638 -2.5987 -0.2868 -0.01 -0.04 0.02
C -3.2948 -1.8821 -0.8031 0.21 0.19 -0.03
N -2.0600 -2.1863 -1.2079 -0.36 -0.35 0.36
C -1.6981 -3.4537 -1.4504 0.35 0.48 -0.79
O -2.3391 -4.3701 -1.9668 -0.16 -0.18 0.25
C -0.1902 -3.6924 -1.2823 -0.03 -0.08 0.25
C 0.3304 -4.9130 -1.7120 0.00 0.00 -0.01
C 1.6793 -5.1657 -1.5506 0.00 0.01 -0.01
C 2.4722 -4.1948 -0.9553 0.01 0.01 0.00
C 1.8665 -3.0139 -0.5509 -0.03 -0.01 0.01
N 0.5700 -2.7589 -0.7095 0.00 -0.01 0.02
C -3.6015 -0.3878 -0.8860 0.03 -0.02 -0.04
C -4.9059 0.0582 -0.6938 -0.01 -0.01 0.00
C -5.1600 1.4179 -0.7106 0.00 0.01 0.01
C -4.1057 2.3003 -0.9061 -0.05 -0.13 0.02
C -2.8446 1.7577 -1.0978 -0.02 0.12 -0.01
N -2.5958 0.4546 -1.1014 0.08 0.11 0.07
H -0.3512 -5.6232 -2.1585 0.00 0.01 0.01
H 2.1090 -6.1060 -1.8789 0.00 0.00 0.00
H 3.5334 -4.3456 -0.8000 0.00 0.01 0.00
H 2.4377 -2.2356 -0.0568 0.02 0.02 0.00
H -5.6759 -0.6773 -0.5074 0.00 0.00 0.00
H -6.1663 1.7896 -0.5509 0.00 0.00 0.00
H -4.2461 3.3731 -0.8892 0.00 0.00 -0.01
H -1.9815 2.4024 -1.2455 -0.05 0.05 -0.03
C -3.7948 2.0628 3.6786 0.00 0.00 -0.01
C -3.4767 0.5697 3.7119 -0.01 0.01 0.00
C -2.3886 0.3227 4.7690 0.00 0.00 -0.01
C -4.7295 -0.2368 4.0393 0.01 0.00 0.00
N -3.0319 0.2443 2.3532 -0.05 -0.02 -0.06
N -2.5530 -1.0723 2.1302 0.03 0.03 -0.02
H -4.1353 2.4098 4.6582 0.00 0.00 0.00
H -4.5744 2.2574 2.9388 0.00 0.00 0.00
H -2.9007 2.6238 3.3962 0.00 0.00 0.00
H -2.7351 0.6323 5.7593 0.00 0.00 0.00
H -1.4948 0.8945 4.5124 0.00 0.00 0.00
H -2.1219 -0.7358 4.8389 0.00 0.00 0.01
H -5.1141 0.0310 5.0275 0.00 0.00 0.00
H -4.5163 -1.3080 4.0346 0.00 0.00 0.00
H -5.5003 -0.0434 3.2906 0.00 0.00 0.00
H -2.2689 0.8737 2.1216 0.08 0.05 0.10
H -3.2944 -1.6640 1.7752 -0.01 -0.01 0.01
H -2.1382 -1.4932 2.9552 0.00 0.00 0.01
C 2.7559 1.3581 -4.6968 0.01 0.01 0.00
N 2.6698 2.0261 -3.4249 0.00 0.04 0.01
C 3.8344 2.7184 -2.9170 0.01 -0.03 0.04
C 1.5531 1.9302 -2.6551 0.05 -0.08 0.03
O 0.5551 1.2929 -2.9589 0.01 0.10 -0.06
H 2.9392 2.0734 -5.5064 0.00 0.00 0.01
H 1.8152 0.8425 -4.8766 0.00 0.00 0.00
H 3.5722 0.6283 -4.6957 -0.01 -0.01 0.00
H 4.7144 2.0709 -2.9809 -0.01 -0.01 0.01
H 3.6848 2.9712 -1.8647 0.01 0.02 0.00
H 4.0417 3.6294 -3.4900 -0.01 0.00 0.00
H 1.6689 2.4509 -1.6949 -0.03 0.03 -0.03

***

# 2
72
Properties=species:S:1:pos:R:3:forces:R:3 method="wB97M-V/def2-TZVPD" s2=6.05 molar_mass_g_mol=624.63 spin_multiplicity=5 homo_energy_ev="-11.881 / -12.126" e_tot_ha=-2250.78886 total_charge=+2
Ru -0.0336 0.1058 5.8234 0.40 -0.64 2.71
C -1.1314 1.8249 5.3393 -1.33 0.15 -1.37
C -1.4880 0.7612 4.4498 -0.65 1.32 -0.24
C -1.0131 0.6783 3.0196 -0.17 0.12 -0.53
C 0.3212 -0.0768 2.8642 -0.36 -0.20 -0.51
C 1.1292 -0.1280 4.1302 0.90 -0.06 -0.22
C 1.5105 1.0550 4.8473 0.10 -0.42 -0.82
C 1.1388 2.4360 4.3733 0.17 0.60 -0.07
C -0.1988 2.9400 4.9547 0.48 0.43 0.36
C 1.4996 -1.0316 6.6995 0.50 -0.37 0.33
H -1.9080 2.1277 6.0480 0.39 -0.35 0.14
H -2.4806 0.3177 4.5924 0.52 -0.10 0.40
H -0.9602 1.6878 2.5873 0.13 -0.08 0.11
H -1.7982 0.1600 2.4463 0.26 0.10 0.09
H 0.0922 -1.1031 2.5413 0.17 0.18 0.20
H 0.9114 0.3689 2.0534 0.07 0.05 -0.09
H 1.7450 -1.0174 4.2428 0.05 0.20 -0.10
H 2.4003 1.0178 5.4812 -0.35 -0.13 -0.18
H 1.1270 2.4554 3.2768 -0.02 0.06 0.10
H 1.9393 3.1117 4.7064 -0.24 -0.05 -0.30
H 0.0076 3.5077 5.8736 0.03 -0.13 -0.23
H -0.6717 3.6695 4.2807 -0.04 -0.25 0.02
H 1.5504 -0.9303 7.7968 -0.16 0.15 -0.35
H 2.5075 -0.8238 6.3049 -0.35 -0.14 0.17
H 1.2795 -2.0924 6.4879 -0.07 0.29 -0.01
P 1.3415 -1.1657 -2.7371 1.56 -1.67 -1.32
P -1.6386 -0.6420 -2.3715 -0.55 2.08 0.30
N 2.7834 -0.1952 -2.5850 0.72 1.54 0.78
N 2.1559 -2.4117 -3.6927 -0.83 -0.10 0.60
N -1.9368 1.0637 -2.0704 0.63 -0.33 0.32
N -3.3094 -1.0118 -2.7073 -1.13 -1.26 -0.68
C 0.5233 -0.2194 -4.0850 -0.30 0.34 -0.15
C -0.9970 -0.5040 -4.0950 -0.03 -0.36 -0.26
C 3.1579 0.4434 -1.3947 -1.08 -1.57 -1.81
C 4.2017 1.3100 -1.6688 1.55 0.96 -2.48
C 4.4832 1.2175 -3.0743 0.14 0.91 2.59
C 3.5959 0.2954 -3.6133 -0.91 -0.69 1.26
C 2.3178 -3.7183 -3.2035 0.20 -0.28 -1.05
C 2.7435 -4.5318 -4.2442 -0.33 0.97 0.56
C 2.8538 -3.7103 -5.4155 -0.31 0.92 0.94
C 2.5050 -2.4188 -5.0443 0.12 -1.07 -0.29
C -1.7678 1.6560 -0.8098 -0.08 0.88 -0.43
C -1.8712 3.0328 -0.9482 0.08 -1.11 -0.21
C -2.1015 3.3082 -2.3339 -0.06 -1.29 -0.11
C -2.1516 2.0882 -2.9927 0.19 0.96 0.56
C -4.2390 -0.3075 -3.4848 1.25 -0.66 1.10
C -5.3305 -1.1286 -3.7218 -0.49 -2.73 0.68
C -5.0619 -2.3899 -3.0903 -2.01 1.60 -1.83
C -3.8255 -2.2995 -2.4873 1.52 2.12 0.18
H 0.9630 -0.4680 -5.0601 -0.25 0.16 0.31
H 0.7028 0.8521 -3.9027 -0.14 -0.23 0.06
H -1.5367 0.2596 -4.6738 0.26 -0.35 0.15
H -1.2028 -1.4744 -4.5771 0.14 0.18 0.13
H 2.6446 0.1905 -0.4796 0.03 0.11 0.10
H 4.6858 1.9713 -0.9677 0.06 -0.11 0.03
H 5.2173 1.7844 -3.6225 0.10 -0.06 0.03
H 3.4916 -0.0660 -4.6218 0.03 0.06 -0.02
H 2.1292 -3.9244 -2.1601 -0.03 -0.08 -0.12
H 2.9587 -5.5889 -4.1856 -0.03 0.14 0.07
H 3.1522 -4.0313 -6.4022 0.05 0.09 0.09
H 2.5056 -1.5155 -5.6328 -0.11 -0.21 -0.12
H -1.6228 1.0327 0.0606 0.06 0.10 -0.02
H -1.8029 3.7665 -0.1577 0.00 -0.16 -0.04
H -2.2251 4.2787 -2.7874 -0.07 -0.06 0.00
H -2.3593 1.8733 -4.0269 0.18 0.21 -0.01
H -4.0654 0.7178 -3.7676 -0.01 0.00 0.00
H -6.2047 -0.8744 -4.3015 -0.01 0.02 0.11
H -5.6988 -3.2631 -3.1167 0.03 0.11 0.10
H -3.2504 -3.0005 -1.8980 -0.11 -0.09 -0.06
O -1.4930 0.1609 8.6050 0.61 -1.12 -3.22
N -1.1962 -0.2055 7.4550 -1.57 -1.51 2.35
O -1.7004 -1.2586 6.8716 0.53 1.94 1.21

***

# 3
73
Properties=species:S:1:pos:R:3:forces:R:3 method="wB97M-V/def2-TZVPD" molar_mass_g_mol=549.64 spin_multiplicity=1 homo_energy_ev=-8.472 e_tot_ha=-2179.74799 smiles="C=Cc1cc2c(c(OCCOCC)c1CCCS)C(=O)N(CC=O)C2=O.O=C1CCCO1.O=C1CCCO1"
C -1.9090 3.4164 -1.1915 0.57 -0.36 1.22
C -1.2428 2.8862 -0.1054 -0.21 -0.63 -0.09
C -1.2815 1.3761 0.2654 1.41 -0.34 -0.76
C -2.5878 0.8398 0.6363 1.54 -1.64 0.28
C -2.6473 -0.5575 0.9763 1.80 0.58 0.07
C -1.4270 -1.3938 0.9919 -0.55 1.91 -0.15
C -0.1416 -0.8268 0.6645 -1.50 0.40 -0.21
O 0.9748 -1.6742 0.7442 -0.81 1.76 1.23
C 1.7458 -1.1823 1.8927 0.76 -0.04 0.50
C 2.0821 -2.3172 2.9161 -1.14 0.68 -0.10
O 2.7700 -3.4297 2.3611 0.34 0.78 1.21
C 4.1657 -3.4457 2.6838 0.97 -0.58 -1.06
C 4.9655 -2.8547 1.4574 -0.68 -0.39 0.57
C -0.0365 0.5916 0.2616 -1.62 -1.09 0.64
C 1.3436 1.2137 -0.1465 -0.83 -0.15 -0.34
C 2.1691 0.3119 -1.1462 0.10 -0.15 -0.03
C 1.3003 -0.5025 -2.1703 -0.48 0.34 0.12
S 2.2652 -1.0477 -3.6659 -0.17 0.07 0.11
C -1.8667 -2.8319 1.4106 0.43 2.72 -1.31
O -1.2231 -3.6962 1.9086 -0.51 -0.23 -0.23
N -3.2866 -2.8082 1.0873 -1.65 -0.95 0.31
C -3.6315 -2.9556 -0.3442 0.66 -1.04 -1.41
C -3.5556 -4.4637 -0.8441 -0.86 0.23 0.73
O -4.1982 -5.3174 -0.2934 0.37 0.26 -0.26
C -3.8314 -1.4791 1.3958 2.68 0.80 -0.29
O -4.8923 -1.2411 1.8801 0.07 -0.04 -0.48
H -1.7073 2.9960 -2.1999 -1.61 -0.44 0.85
H -2.6424 4.2361 -0.9884 1.72 0.31 -0.89
H -0.6585 3.5388 0.5985 -1.72 -0.41 0.14
H -3.5072 1.4527 0.6634 0.96 -0.34 -0.15
H 1.1621 -0.4064 2.4646 0.42 -0.78 -0.56
H 2.6453 -0.6552 1.4875 -0.48 -0.62 0.43
H 2.6208 -1.8233 3.7729 -0.17 -0.51 -0.80
H 1.0967 -2.6585 3.3463 0.92 0.04 -0.58
H 4.4269 -2.9387 3.6461 -0.49 -0.14 -0.72
H 4.4672 -4.5245 2.8100 -0.40 0.98 -0.13
H 4.6006 -1.8199 1.2443 0.60 -0.70 0.23
H 6.0629 -2.8899 1.6711 -0.86 0.16 -0.39
H 4.6920 -3.4835 0.5705 0.48 0.54 0.72
H 1.1504 2.1861 -0.6794 0.00 -0.86 0.70
H 1.9342 1.4406 0.7848 -0.43 -0.21 -0.95
H 2.8384 0.9787 -1.7509 -0.44 -0.58 0.71
H 2.7989 -0.4024 -0.5567 -0.38 0.61 -0.74
H 0.9061 -1.4505 -1.7168 0.53 0.88 -0.45
H 0.4000 0.0816 -2.4878 0.79 -0.41 0.13
H 2.0013 -0.1281 -4.6444 -0.16 -0.16 0.88
H -4.6728 -2.5605 -0.4982 0.92 -0.61 0.13
H -2.9436 -2.3816 -1.0331 -0.54 -0.16 0.78
H -2.9413 -4.7448 -1.7440 -0.15 0.61 0.47
O 4.5742 2.6263 1.4740 -0.05 -0.40 -0.27
C 5.3730 2.5145 0.5869 -0.11 0.23 0.59
C 6.2461 3.6145 0.0322 0.02 -0.03 -0.56
C 6.7260 3.0113 -1.2765 0.18 0.30 -0.24
C 6.7199 1.5277 -0.9696 0.23 -0.18 -0.30
O 5.6445 1.3390 -0.0366 -0.17 0.20 0.12
H 7.0704 3.7967 0.7246 -0.11 0.06 0.07
H 5.6729 4.5251 -0.1288 0.03 0.00 0.34
H 7.6991 3.3798 -1.6009 -0.02 -0.10 0.01
H 6.0034 3.2292 -2.0672 0.06 -0.04 0.02
H 7.6497 1.1959 -0.5001 -0.05 0.01 0.02
H 6.5404 0.9261 -1.8601 -0.12 -0.12 0.20
O -4.6440 1.1973 -1.4129 -0.26 0.39 -0.27
C -5.8089 1.4408 -1.2626 0.38 -0.35 0.23
C -6.8648 0.4705 -0.7900 -0.46 0.10 -0.25
C -8.1496 1.1878 -1.1682 -0.34 -0.27 0.02
C -7.7409 2.6447 -1.0885 -0.35 0.17 0.04
O -6.3539 2.6687 -1.4604 0.21 -0.18 -0.05
H -6.7711 0.3422 0.2908 0.13 -0.11 -0.05
H -6.7718 -0.4869 -1.2987 0.25 -0.02 0.22
H -8.9960 0.9424 -0.5271 0.04 0.09 -0.01
H -8.4221 0.9348 -2.1961 -0.01 0.05 0.06
H -7.8369 3.0489 -0.0774 0.04 -0.02 -0.03
H -8.3132 3.2696 -1.7733 0.24 0.09 0.00